1.
Here is a single C6H13N molecule from the Open Molecules 2025 dataset. Energies are from ωB97M-V with the def2-TZVPD basis set.

Calculated values
Charge: 0
HOMO-LUMO gap (Ha): 0.29549
E_HOMO (eV): -6.98

Each atom is followed by the atoms it is bonded to, with distances in Å.
Atoms and positions in Å:
1 N -0.955 -0.256 -1.098  C9 1.776, C15 1.451, H19 1.015
2 H 1.250 1.226 2.407  C6 1.082
3 C 1.028 -1.098 0.464  C9 1.509, H11 1.091, H14 1.089, H18 1.090
4 H -0.842 -2.328 -1.340  C15 1.093
5 H -0.223 -1.419 -2.725  C15 1.100
6 C 0.585 1.635 1.658  H2 1.082, H7 1.082, C16 1.507
7 H 0.062 2.534 1.955  C6 1.082
8 H -1.639 1.226 0.727  C10 1.080
9 C 0.213 0.139 0.180  N1 1.776, C3 1.509, C10 1.437, C16 1.515
10 C -1.013 0.363 0.897  H8 1.080, C9 1.437, H13 1.083
11 H 1.684 -1.305 -0.383  C3 1.091
12 H 2.021 1.364 -0.020  C16 1.091
13 H -1.455 -0.436 1.478  C10 1.083
14 H 0.391 -1.963 0.643  C3 1.089
15 C -1.000 -1.433 -1.946  N1 1.451, H4 1.093, H5 1.100, H20 1.096
16 C 0.959 1.458 0.209  C6 1.507, C9 1.515, H12 1.091, H17 1.091
17 H 0.514 2.208 -0.447  C16 1.091
18 H 1.640 -0.955 1.354  C3 1.090
19 H -1.242 0.586 -1.587  N1 1.015
20 H -1.978 -1.546 -2.426  C15 1.096

These are the Mulliken partial charges, in e, on atoms 1 to 4: number 1, N, carries -0.396; number 2, H, carries 0.248; number 3, C, carries -1.623; number 4, H, carries 0.254

---

2.
Here is 2 unconnected molecules or ions with the total composition C6H13N from the Open Molecules 2025 dataset. Energies are from ωB97M-V with the def2-TZVPD basis set.

Calculated values
Charge: +1
HOMO-LUMO gap (spin up / spin down) (Ha): 0.28016 / 0.14539
2S+1: 2
E_HOMO (spin up / spin down) (eV): -11.93 / -11.93

Each atom is followed by the atoms it is bonded to, with distances in Å.
Atoms and positions in Å:
1 C -1.667 -1.339 -0.198  C6 1.521, C15 1.504, C16 1.328
2 H -1.262 -0.639 1.754  C6 1.091
3 H -1.059 0.630 0.526  C6 1.091
4 H 4.180 1.429 -0.604  C7 1.086
5 H 3.450 -0.004 0.291  C7 1.080
6 C -0.900 -0.427 0.746  C1 1.521, H2 1.091, H3 1.091, H11 1.091
7 C 3.339 1.010 -0.060  H4 1.086, H5 1.080, C8 1.379
8 C 2.192 1.756 0.116  C7 1.379, H12 1.086, N19 1.333
9 H -1.765 -2.421 -1.961  C16 1.084
10 H 2.972 3.483 -0.499  N19 1.018
11 H 0.152 -0.710 0.706  C6 1.091
12 H 1.305 1.313 0.560  C8 1.086
13 H -3.004 -2.325 1.221  C15 1.092
14 H -3.730 -0.963 0.388  C15 1.092
15 C -3.024 -1.788 0.270  C1 1.504, H13 1.092, H14 1.092, H20 1.091
16 C -1.154 -1.773 -1.343  C1 1.328, H9 1.084, H17 1.082
17 H -0.206 -1.476 -1.772  C16 1.082
18 H 1.544 3.635 0.470  N19 1.017
19 N 2.116 3.061 -0.143  C8 1.333, H10 1.018, H18 1.017
20 H -3.478 -2.451 -0.468  C15 1.091

These are the Mulliken partial charges, in e, on atoms 1 to 4: number 1, C, carries 0.921; number 2, H, carries 0.272; number 3, H, carries 0.217; number 4, H, carries 0.277

---

3.
Here is a gas-phase ion, C6H13N2 (charge +1) from the Open Molecules 2025 dataset. Energies are from ωB97M-V with the def2-TZVPD basis set.

Calculated values
Charge: +1
SMILES string: CC(=[NH2+])[C@@H]1[C@@H](C)[C@H]1N
HOMO-LUMO gap (Ha): 0.33423
E_HOMO (eV): -12.45

Each atom is followed by the atoms it is bonded to, with distances in Å.
Atoms and positions in Å:
1 N -0.644 2.364 0.431  H8 1.065, C11 1.323, H21 0.963
2 N -1.668 -1.929 -0.934  H5 0.985, C6 1.353, H13 1.002
3 C -0.588 -2.006 1.243  C6 1.517, H12 1.088, H15 1.053, H16 1.148
4 C 1.881 1.423 -0.827  H7 1.017, C9 1.537, H10 1.142, H17 1.049
5 H -2.322 -2.620 -0.681  N2 0.985
6 C -0.806 -1.316 -0.091  N2 1.353, C3 1.517, C18 1.403
7 H 2.087 2.244 -0.264  C4 1.017
8 H -0.253 3.040 -0.293  N1 1.065
9 C 0.993 0.510 0.033  C4 1.537, C11 1.463, H14 1.102, C18 1.511
10 H 1.543 1.600 -1.903  C4 1.142
11 C -0.101 1.193 0.723  N1 1.323, C9 1.463, C18 1.899, H19 1.079
12 H -0.113 -2.948 0.977  C3 1.088
13 H -1.758 -1.779 -1.921  N2 1.002
14 H 1.470 -0.134 0.790  C9 1.102
15 H 0.127 -1.666 1.936  C3 1.053
16 H -1.592 -2.190 1.769  C3 1.148
17 H 2.820 1.015 -1.061  C4 1.049
18 C -0.201 -0.159 -0.605  C6 1.403, C9 1.511, C11 1.899, H20 1.041
19 H -0.354 0.586 1.578  C11 1.079
20 H -0.456 -0.043 -1.608  C18 1.041
21 H -1.544 2.592 0.686  N1 0.963

These are the Mulliken partial charges, in e, on atoms 1 to 4: number 1, N, carries -0.417; number 2, N, carries -0.378; number 3, C, carries -1.482; number 4, C, carries -1.683

---

4.
Here is a gas-phase ion, C6H13N2 (charge +1) from the Open Molecules 2025 dataset. Energies are from ωB97M-V with the def2-TZVPD basis set.

Calculated values
Charge: +1
SMILES string: CC1(C)CCNC1=[NH2+]
HOMO-LUMO gap (Ha): 0.43308
E_HOMO (eV): -14.80

Each atom is followed by the atoms it is bonded to, with distances in Å.
Atoms and positions in Å:
1 H -0.563 2.180 -1.071  C7 1.065
2 H 1.299 1.895 0.432  C8 1.059
3 H 0.337 0.451 -2.005  C4 1.117
4 C 1.068 -0.140 -1.401  H3 1.117, H15 1.094, C19 1.561, H21 1.111
5 H 1.012 -2.069 0.682  C14 1.040
6 C -1.145 -0.539 0.046  N17 1.308, N18 1.313, C19 1.888
7 C -0.701 1.805 -0.083  H1 1.065, C8 1.514, H10 1.118, N17 1.438
8 C 0.496 1.240 0.652  H2 1.059, C7 1.514, H12 1.146, C19 1.520
9 H -2.548 0.759 -0.323  N17 0.987
10 H -0.984 2.729 0.480  C7 1.118
11 H -2.780 -1.667 0.045  N18 1.059
12 H 0.351 1.436 1.772  C8 1.146
13 H -1.451 -2.718 0.206  N18 1.053
14 C 1.412 -1.171 1.021  H5 1.040, H16 1.167, C19 1.525, H20 1.103
15 H 1.025 -1.115 -1.895  C4 1.094
16 H 2.567 -1.181 0.852  C14 1.167
17 N -1.601 0.683 -0.058  C6 1.308, C7 1.438, H9 0.987
18 N -1.723 -1.718 0.019  C6 1.313, H11 1.059, H13 1.053
19 C 0.704 -0.167 0.117  C4 1.561, C6 1.888, C8 1.520, C14 1.525
20 H 1.132 -0.956 2.067  C14 1.103
21 H 2.092 0.262 -1.553  C4 1.111

These are the Mulliken partial charges, in e, on atoms 1 to 4: number 1, H, carries 0.321; number 2, H, carries 0.400; number 3, H, carries 0.311; number 4, C, carries -1.323

---

5.
Here is a gas-phase ion, C6H13N2O (charge +1) from the Open Molecules 2025 dataset. Energies are from ωB97M-V with the def2-TZVPD basis set.

Calculated values
Charge: +1
HOMO-LUMO gap (spin up / spin down) (Ha): 0.24174 / 0.32023
2S+1: 3
E_HOMO (spin up / spin down) (eV): -9.24 / -16.09

Each atom is followed by the atoms it is bonded to, with distances in Å.
Atoms and positions in Å:
1 H 1.350 -0.195 -0.856  N17 1.072
2 C -0.060 -1.734 -0.863  H6 1.106, H8 1.079, H12 1.042, N17 1.442
3 H 1.080 -1.627 1.652  C18 1.069
4 C -0.607 1.463 -1.411  H7 1.063, H9 1.072, H13 1.091, C21 1.459
5 H -1.924 -0.267 1.231  C16 1.088
6 H 0.762 -2.428 -1.120  C2 1.106
7 H -0.257 0.828 -2.188  C4 1.063
8 H -0.715 -1.453 -1.673  C2 1.079
9 H 0.099 2.267 -1.480  C4 1.072
10 N 0.617 0.572 1.892  O11 1.396, C18 1.406, C19 1.459
11 O 0.189 1.445 0.890  N10 1.396, C21 1.505
12 H -0.562 -2.210 -0.084  C2 1.042
13 H -1.560 1.828 -1.799  C4 1.091
14 H -2.477 0.874 0.156  C16 1.018
15 H 2.565 0.961 0.857  C19 1.140
16 C -1.856 0.069 0.199  H5 1.088, H14 1.018, H20 1.097, C21 1.487
17 N 0.445 -0.483 -0.356  H1 1.072, C2 1.442, C18 1.758, C21 1.552
18 C 1.050 -0.622 1.289  H3 1.069, N10 1.406, N17 1.758, C19 1.482
19 C 2.052 0.389 1.700  N10 1.459, H15 1.140, C18 1.482, H22 1.060
20 H -2.203 -0.714 -0.486  C16 1.097
21 C -0.556 0.688 -0.176  C4 1.459, O11 1.505, C16 1.487, N17 1.552
22 H 2.568 0.347 2.626  C19 1.060

These are the Mulliken partial charges, in e, on atoms 1 to 4: number 1, H, carries 0.423; number 2, C, carries -1.166; number 3, H, carries 0.405; number 4, C, carries -1.593

---

6.
Here is a gas-phase ion, C6H13N2O2 (charge +1) from the Open Molecules 2025 dataset. Energies are from ωB97M-V with the def2-TZVPD basis set.

Calculated values
Charge: +1
SMILES string: COC1(OC)CCC(=[NH2+])N1
HOMO-LUMO gap (Ha): 0.38388
E_HOMO (eV): -13.84

Each atom is followed by the atoms it is bonded to, with distances in Å.
Atoms and positions in Å:
1 C -0.528 -0.048 0.074  C4 1.771, N13 1.434, O16 1.419, O20 1.432
2 H -2.862 -1.605 0.331  C19 1.191
3 H 3.654 0.371 -0.900  N9 1.007
4 C 0.381 -1.139 1.131  C1 1.771, H6 1.194, H12 1.039, C15 1.590
5 H -1.705 -2.699 -0.847  C19 1.135
6 H 0.029 -0.653 2.164  C4 1.194
7 C 1.780 0.229 -0.409  N9 1.358, N13 1.284, C15 1.567
8 H 2.783 1.708 -1.552  N9 0.986
9 N 2.811 0.918 -0.963  H3 1.007, C7 1.358, H8 0.986
10 H -1.110 2.125 -0.643  C17 1.045
11 H 2.282 -1.801 0.467  C15 1.042
12 H 0.079 -2.133 1.098  C4 1.039
13 N 0.561 0.565 -0.631  C1 1.434, C7 1.284, H23 1.021
14 H -2.976 -1.660 -1.424  C19 1.016
15 C 1.888 -0.867 0.705  C4 1.590, C7 1.567, H11 1.042, H22 1.112
16 O -1.212 0.868 0.914  C1 1.419, C17 1.363
17 C -1.433 2.088 0.349  H10 1.045, O16 1.363, H18 1.104, H21 1.074
18 H -0.755 2.822 0.819  C17 1.104
19 C -2.271 -1.728 -0.696  H2 1.191, H5 1.135, H14 1.016, O20 1.452
20 O -1.440 -0.555 -0.906  C1 1.432, C19 1.452
21 H -2.453 2.400 0.476  C17 1.074
22 H 2.349 -0.505 1.650  C15 1.112
23 H 0.149 1.300 -1.206  N13 1.021

These are the Mulliken partial charges, in e, on atoms 1 to 4: number 1, C, carries 0.579; number 2, H, carries 0.298; number 3, H, carries 0.268; number 4, C, carries -0.821

---

7.
Here is a single C6H13N2OP molecule from the Open Molecules 2025 dataset. Energies are from ωB97M-V with the def2-TZVPD basis set.

Calculated values
Charge: 0
SMILES string: CCCN[C@](C)(C#N)OP
HOMO-LUMO gap (Ha): 0.38482
E_HOMO (eV): -9.60

Each atom is followed by the atoms it is bonded to, with distances in Å.
Atoms and positions in Å:
1 C -0.010 0.685 1.548  C5 1.492, H7 1.123, H8 1.064, C20 1.528
2 H -0.347 2.355 -2.126  P9 1.458
3 H -1.241 -0.893 -0.249  N23 1.080
4 C 1.580 -1.640 -1.684  N17 1.150, C22 1.426
5 C 0.704 -0.142 0.532  C1 1.492, H11 1.166, H16 1.125, N23 1.455
6 H 0.466 1.940 3.259  C20 1.106
7 H -0.672 -0.031 2.107  C1 1.123
8 H -0.755 1.310 1.114  C1 1.064
9 P -1.116 1.128 -1.960  H2 1.458, O13 1.616, H21 1.446
10 H 1.637 1.005 2.940  C20 1.083
11 H 1.704 -0.716 0.706  C5 1.166
12 H -0.307 -3.424 -1.863  C15 1.176
13 O 0.018 0.036 -2.324  P9 1.616, C22 1.582
14 H -1.684 -2.287 -1.552  C15 1.162
15 C -0.698 -2.355 -2.162  H12 1.176, H14 1.162, H18 1.030, C22 1.546
16 H 1.071 0.705 -0.110  C5 1.125
17 N 2.637 -1.876 -2.069  C4 1.150
18 H -0.830 -2.297 -3.181  C15 1.030
19 H 1.454 2.293 1.580  C20 1.152
20 C 0.950 1.579 2.331  C1 1.528, H6 1.106, H10 1.083, H19 1.152
21 H -1.440 1.604 -3.286  P9 1.446
22 C 0.210 -1.297 -1.493  C4 1.426, O13 1.582, C15 1.546, N23 1.353
23 N -0.171 -1.026 -0.223  H3 1.080, C5 1.455, C22 1.353

These are the Mulliken partial charges, in e, on atoms 1 to 4: number 1, C, carries -0.343; number 2, H, carries 0.009; number 3, H, carries 0.380; number 4, C, carries -0.255

---

8.
Here is a gas-phase ion, C6H13N2OS (charge +1) from the Open Molecules 2025 dataset. Energies are from ωB97M-V with the def2-TZVPD basis set.

Calculated values
Charge: +1
HOMO-LUMO gap (Ha): 0.36674
E_HOMO (eV): -13.88

Each atom is followed by the atoms it is bonded to, with distances in Å.
Atoms and positions in Å:
1 H 0.964 -2.713 0.451  N22 1.081
2 C -0.161 0.871 0.548  H4 1.151, N5 1.412, C14 1.519, C19 1.554
3 H 0.953 0.833 2.424  C14 1.126
4 H 0.202 1.828 0.023  C2 1.151
5 N 0.435 -0.212 -0.134  C2 1.412, C8 1.744, O17 1.418
6 H -0.634 0.053 2.597  C14 1.141
7 H 2.610 -1.141 -1.707  C23 1.098
8 C -0.603 -1.600 0.056  N5 1.744, S11 1.636, N22 1.270
9 H -0.662 -3.611 -0.092  N22 1.072
10 H -2.185 2.387 -1.696  C18 1.109
11 S -2.130 -1.017 -0.015  C8 1.636, C19 1.927
12 H -2.431 1.290 0.591  C19 1.111
13 H -0.377 2.037 2.362  C14 1.188
14 C -0.112 0.917 2.066  C2 1.519, H3 1.126, H6 1.141, H13 1.188
15 H -0.735 1.379 -1.995  C18 1.179
16 H -2.587 0.596 -1.861  C18 1.192
17 O 1.744 -0.602 0.246  N5 1.418, C23 1.354
18 C -1.784 1.381 -1.458  H10 1.109, H15 1.179, H16 1.192, C19 1.557
19 C -1.611 0.839 -0.008  C2 1.554, S11 1.927, H12 1.111, C18 1.557
20 H 3.637 -0.760 -0.447  C23 1.098
21 H 2.911 0.532 -1.269  C23 1.212
22 N -0.060 -2.747 0.105  H1 1.081, C8 1.270, H9 1.072
23 C 2.616 -0.541 -0.787  H7 1.098, O17 1.354, H20 1.098, H21 1.212

These are the Mulliken partial charges, in e, on atoms 1 to 4: number 1, H, carries 0.325; number 2, C, carries -0.328; number 3, H, carries 0.373; number 4, H, carries 0.473

---

What did we get for energy? Answer: -7918.146, -7913.457, -9405.112, -9405.715, -11444.840, -13499.554, -20746.388, -22284.857 eV, in the order shown.
What did we get for relative energy (zero: lowest compared OMol25 entry of this formula, charge and spin)? Answer: 452.27, 169.39, 169.35, 111.20, 620.94, 279.16, 284.01, 443.45 kJ/mol, in the order shown.
What did we get for largest force on an atom? Answer: 4.5, 1.7, 3.8, 6.0, 3.9, 5.6, 5.3, 6.6 eV Å⁻¹, in the order shown.